C45H63AsNO9PS2Si4TeTi | ωB97M-V with the def2-TZVPD basis set

Values from the calculation:
* HOMO: -1.738 eV
* charge: -2

XYZ file:
```
128
Properties=species:S:1:pos:R:3:forces:R:3
Ti -1.594 1.461 -1.554 -0.5491 0.7692 -0.7986
O 1.638 -0.712 -2.608 -0.0336 -0.0114 0.2552
As -0.030 -1.248 -2.897 -0.2021 -1.0505 -0.3480
O -0.060 -2.878 -2.886 -0.1956 -0.0059 -0.1505
O -1.261 -0.527 -1.958 0.6499 0.3048 -0.1691
C 0.066 -0.743 -4.802 0.0966 0.3717 0.4019
C 0.314 -1.752 -5.713 -0.0414 0.0437 -0.0717
C 0.667 -1.420 -7.022 -0.0108 -0.1441 0.0732
C 0.808 -0.097 -7.402 0.0170 0.1380 -0.0121
C 0.563 0.925 -6.487 0.1162 -0.0797 -0.0280
C 0.203 0.588 -5.196 -0.2652 -0.0561 -0.3118
S -0.494 1.801 -4.111 0.3299 -0.7630 0.0569
O 0.205 1.639 -2.794 -0.1057 0.2301 -0.2170
O -0.355 3.087 -4.723 -0.0449 0.0933 -0.1002
O -1.823 1.204 -3.931 -0.3468 0.6758 0.0710
H 1.892 -0.126 -3.330 -0.0656 0.1796 0.1474
H 0.224 -2.779 -5.380 0.0403 -0.0043 0.0077
H 0.841 -2.208 -7.745 0.0067 -0.0029 0.0050
H 1.090 0.148 -8.419 0.0032 0.0031 0.0045
H 0.630 1.968 -6.767 -0.0400 0.0011 0.0021
O -4.692 2.821 0.942 -0.0237 -0.2016 0.1395
S -3.299 2.459 0.869 0.0630 0.2447 -0.0939
O -3.090 1.313 -0.098 0.3640 0.0765 0.1011
O -2.363 3.539 0.633 -0.2022 -0.0113 -0.0632
C -2.733 1.935 2.459 -0.1129 0.1350 0.0305
C -3.484 2.336 3.552 -0.0097 -0.0902 0.1128
C -2.921 2.291 4.821 -0.0764 0.0183 -0.0272
C -1.603 1.890 4.961 0.0570 -0.0376 -0.0093
C -0.868 1.495 3.851 0.0273 0.0375 -0.0022
C -1.418 1.489 2.571 -0.0910 -0.0136 -0.2331
P -0.530 0.543 1.140 -0.6203 0.9177 0.4447
C 1.085 1.383 1.602 0.1744 -0.3351 0.1266
C 2.351 0.839 1.733 -0.0005 -0.0564 0.1218
C 3.459 1.651 1.958 -0.0075 0.0147 -0.0008
C 3.315 3.025 2.040 0.0241 0.0088 -0.0143
C 2.051 3.585 1.889 0.0224 0.0349 -0.0047
C 0.950 2.776 1.677 -0.0108 -0.0204 -0.1491
C -1.601 -0.871 1.774 0.6253 -0.5987 0.1446
C -2.496 -1.464 0.890 -0.1025 0.1366 0.0086
C -3.353 -2.466 1.325 -0.0802 0.0212 -0.0231
C -3.315 -2.916 2.634 0.0354 -0.0212 0.0252
C -2.375 -2.378 3.503 -0.0305 -0.0019 -0.0002
C -1.528 -1.371 3.074 -0.0636 0.0164 -0.0082
H -4.490 2.701 3.393 0.0103 0.0052 -0.0187
H -3.497 2.603 5.684 -0.0098 -0.0227 -0.0022
H -1.140 1.876 5.941 0.0084 0.0090 -0.0069
H 0.162 1.181 3.987 -0.0041 0.0211 -0.0001
H 2.478 -0.233 1.659 -0.0209 0.0083 -0.0184
H 4.437 1.195 2.067 -0.0025 0.0006 0.0015
H 4.178 3.659 2.209 -0.0028 -0.0012 0.0013
H 1.918 4.659 1.933 0.0035 -0.0038 -0.0203
H -0.025 3.234 1.543 -0.0079 0.0145 0.0041
H -2.518 -1.163 -0.144 0.0382 0.0073 -0.0579
H -4.050 -2.899 0.618 0.0011 -0.0056 0.0072
H -3.996 -3.689 2.970 0.0264 -0.0230 -0.0094
H -2.298 -2.740 4.523 -0.0065 -0.0146 -0.0075
H -0.795 -0.982 3.768 0.0086 0.0475 -0.0034
C -4.800 1.712 -2.858 0.0589 -0.0309 -0.0399
C -4.992 3.193 -3.171 -0.0123 -0.0100 0.0910
C -5.840 3.844 -2.067 -0.0175 -0.0115 -0.0101
C -3.790 4.097 -3.435 0.1467 -0.0200 -0.0799
C -4.041 5.106 -4.363 0.0424 0.0303 0.0325
C -3.156 6.142 -4.593 -0.0268 -0.0050 -0.0131
C -2.022 6.224 -3.803 -0.0295 0.0160 0.0453
C -1.710 5.254 -2.861 0.0424 0.0778 -0.1811
C -0.532 5.582 -1.950 -0.0594 -0.1355 0.0585
C 0.502 4.493 -1.681 0.0535 0.0211 -0.0652
C -1.064 6.143 -0.625 -0.0130 0.0239 0.0195
C -2.542 4.105 -2.756 0.0885 0.2675 -0.0975
N -2.086 3.035 -2.030 -0.1212 -1.0800 0.8513
H -5.741 1.190 -3.055 -0.0034 -0.0063 0.0362
H -4.560 1.549 -1.809 0.0216 0.0085 -0.0052
H -4.030 1.258 -3.477 0.0135 -0.0167 -0.0608
H -5.580 3.235 -4.093 0.0406 0.0434 -0.0348
H -5.328 3.779 -1.106 -0.0118 0.0195 -0.0173
H -6.799 3.327 -1.968 0.0134 -0.0144 0.0149
H -6.032 4.896 -2.287 -0.0194 -0.0050 -0.0246
H -4.979 5.072 -4.909 0.0067 -0.0034 -0.0286
H -3.356 6.884 -5.356 -0.0234 0.0181 0.0324
H -1.350 7.069 -3.912 0.0056 0.0046 -0.0146
H -0.004 6.395 -2.460 0.0226 0.0002 -0.0112
H 0.092 3.700 -1.058 0.0619 0.0901 0.0437
H 1.351 4.932 -1.149 0.0052 -0.0033 0.0104
H 0.865 4.041 -2.602 -0.0126 0.0281 0.0341
H -1.630 5.381 -0.091 0.0282 0.0506 -0.0305
H -1.717 7.001 -0.799 0.0016 0.0112 -0.0041
H -0.232 6.464 0.011 0.0070 0.0059 -0.0103
C 4.109 -4.120 4.532 -0.0100 0.0161 -0.0888
Si 2.710 -2.998 3.914 -0.0530 0.0800 0.1737
C 1.184 -3.460 4.929 -0.0190 -0.0019 -0.0930
C 3.181 -1.244 4.433 -0.0335 -0.0220 -0.0747
Si 2.348 -3.302 1.629 0.1674 -0.2717 -0.0500
Te 0.889 -1.909 0.257 0.2687 -0.2683 0.0965
Si 1.380 -5.422 1.392 -0.1522 0.0359 0.0402
C -0.451 -5.321 1.818 0.0183 0.0475 -0.0205
C 2.131 -6.768 2.505 0.0381 0.0244 -0.0738
C 1.524 -5.962 -0.408 0.0184 0.0316 0.0324
Si 4.416 -3.422 0.540 0.1428 0.0561 -0.0136
C 5.479 -4.918 1.039 -0.0341 0.0414 0.0247
C 4.189 -3.504 -1.331 -0.1042 -0.0094 0.0327
C 5.457 -1.890 0.939 -0.0849 -0.0013 0.0422
H 4.149 -4.085 5.625 0.0333 -0.0076 -0.0052
H 5.079 -3.800 4.141 0.0002 0.0447 0.0256
H 3.964 -5.158 4.226 -0.0406 -0.0128 0.0166
H 1.354 -3.249 5.990 -0.0119 -0.0205 0.0028
H 0.938 -4.519 4.820 0.0417 -0.0209 0.0230
H 0.307 -2.899 4.598 0.0263 0.0307 0.0012
H 3.326 -1.207 5.517 0.0138 0.0201 -0.0073
H 2.404 -0.525 4.163 -0.0332 -0.0250 0.0363
H 4.100 -0.905 3.948 0.0233 -0.0307 0.0119
H -0.614 -5.059 2.866 0.0165 -0.0456 0.0180
H -0.959 -6.268 1.608 0.0112 -0.0131 0.0312
H -0.923 -4.536 1.223 0.0209 -0.0070 -0.0294
H 1.985 -6.526 3.561 -0.0389 -0.0034 0.0048
H 3.206 -6.887 2.343 0.0057 -0.0011 -0.0310
H 1.649 -7.730 2.306 0.0082 -0.0055 0.0231
H 1.153 -5.167 -1.062 -0.0291 0.0121 0.0216
H 0.924 -6.860 -0.587 0.0272 -0.0113 -0.0099
H 2.558 -6.172 -0.695 0.0055 -0.0273 0.0262
H 4.961 -5.859 0.839 -0.0097 0.0065 -0.0502
H 5.733 -4.905 2.101 0.0071 0.0249 -0.0022
H 6.411 -4.914 0.464 0.0027 -0.0307 0.0133
H 4.237 -4.536 -1.688 0.0310 0.0023 0.0004
H 4.965 -2.923 -1.837 0.0350 -0.0505 -0.0024
H 3.221 -3.094 -1.633 0.0095 0.0522 0.0387
H 5.682 -1.831 2.008 0.0198 -0.0215 0.0024
H 4.918 -0.980 0.665 -0.0112 -0.0126 -0.0466
H 6.403 -1.906 0.389 0.0008 0.0111 0.0046
```
Positions in Å, forces in eV/Å.

Mulliken atomic charge list, values in e, 6 entries: atom 1 (Ti): 2.2644, atom 2 (O): -0.5539, atom 3 (As): 1.2469, atom 4 (O): -0.9060, atom 5 (O): -0.4010, atom 6 (C): -0.9537